No. 1
50
Properties=species:S:1:pos:R:3:forces:R:3 method="wB97M-V/def2-TZVPD" multiplicity=5 homo_lumo_gap_ev="6.373 / 5.189" de_lowest_kj_mol=611.58 charge=+3 total_energy_ev=-63775.5229 homo_ev="-17.906 / -17.796"
C -0.2992 0.2116 -3.4971 1.22 -0.84 -1.69
C -1.1266 -0.1109 -2.0643 -1.33 7.28 -0.59
H -0.0252 1.3251 -3.6866 -1.80 -1.51 0.73
H -0.6925 -0.3076 -4.5420 0.52 1.27 3.07
H 0.7391 -0.1846 -3.3666 -1.37 0.06 -0.35
O -1.6671 0.9714 -1.6464 4.23 -2.86 -2.00
I -1.2604 -3.2740 -0.4547 1.35 -0.43 0.85
Ru 1.2997 -0.1419 -0.3145 -4.96 -2.48 -3.45
P 3.1766 -0.8323 -0.8057 3.45 -3.19 -1.93
C 4.0190 -0.0510 0.5230 -0.14 0.81 0.51
C 3.3697 -2.6374 -0.6963 0.68 -0.71 -0.26
H 4.4709 -2.7877 -0.5342 -0.92 -0.33 0.02
H 4.6652 0.0654 -2.4173 -0.44 0.18 -0.36
H 3.0033 -3.0447 -1.7001 1.22 0.34 1.74
H 3.3205 -0.9142 -3.2032 0.30 0.40 0.35
H 3.5480 -0.3110 1.4790 0.37 -0.11 -0.03
H 2.7366 -3.1330 0.1200 1.02 0.89 -0.97
C 3.5823 -0.1562 -2.4455 0.26 0.14 0.40
H 5.0426 -0.4073 0.4773 0.43 0.09 0.28
H 2.9663 0.7617 -2.6190 0.69 -0.51 0.03
H 3.9558 1.0301 0.3823 0.42 0.05 0.14
P -2.4051 -1.1601 -0.8212 -2.88 -1.09 -0.53
C -2.7892 0.1126 0.4665 0.59 -0.20 0.24
C -3.4398 -0.7007 -2.2838 -1.22 0.63 -1.52
H -3.7210 -3.2617 -1.6109 0.06 1.15 0.47
H -4.8337 -1.9678 -1.0790 0.85 -0.98 1.38
H -3.9519 -3.0954 0.1031 0.06 0.66 -0.18
C -3.8673 -2.4798 -0.8127 -1.97 -2.13 1.06
H -3.0259 -1.3009 -3.1075 -0.39 0.34 -0.17
H -4.4516 -1.0550 -2.0269 0.93 1.07 -1.29
H -3.8669 0.2667 0.3434 0.12 -0.04 0.09
H -2.2588 1.0472 0.2243 -0.48 -0.60 0.24
H -3.4628 0.3757 -2.5008 0.20 -0.58 -0.07
H -2.5535 -0.1645 1.4947 -0.23 -0.39 -0.03
Cl 1.1561 -1.9806 -2.1754 -0.59 1.54 1.45
N -0.9985 2.1799 5.4343 2.08 -3.43 -0.63
C -1.1772 1.2480 4.3128 -2.43 0.86 1.43
O -2.2127 0.5562 4.1106 4.29 2.14 0.36
C -0.1195 1.5339 3.2392 -1.60 -1.87 -2.15
C 0.1361 2.8910 2.9018 -0.17 -0.21 1.81
C 0.7134 3.2964 1.7152 0.28 -0.72 -1.70
C 0.9262 2.2877 0.7440 -0.76 1.06 2.73
N 0.6861 1.0063 1.0953 -0.21 0.40 1.23
C 0.1387 0.5109 2.2491 0.92 2.17 0.14
H -1.5120 1.7227 6.2078 0.13 0.89 -0.14
H 0.0768 2.2121 5.7121 -2.94 0.06 -0.62
H -0.1672 3.6342 3.6836 0.33 -0.61 -0.92
H 0.9251 4.3414 1.4689 -0.21 -0.38 0.20
H 1.1924 2.4892 -0.2789 0.32 0.17 -0.31
H 0.0392 -0.6169 2.2024 -0.28 1.57 0.93


No. 2
71
Properties=species:S:1:pos:R:3:forces:R:3 method="wB97M-V/def2-TZVPD" multiplicity=1 homo_lumo_gap_ev=10.691 charge=0 smiles="CCOB(O)OC(N)=O.CC#N.CC#N.CC#N.CC#N.CC#N.CC#N.CC#N.CC#N.CC#N" total_energy_ev=-46112.4439 homo_ev=-10.772
C 3.2604 -2.1645 -0.7917 -0.08 0.22 -0.03
C 2.3400 -1.4088 0.1394 0.54 0.34 0.42
O 1.3379 -2.2471 0.7498 0.23 -0.14 -0.48
B 0.4204 -2.7342 -0.0975 -0.15 -0.22 -0.01
O -0.1173 -3.9987 0.0857 0.33 -0.03 -0.07
O 0.0069 -1.9745 -1.2240 0.42 -0.69 0.97
C -1.2369 -1.4670 -1.1437 0.47 -1.65 1.51
N -2.1028 -1.8389 -0.0826 0.05 -0.14 0.42
O -1.5954 -0.7459 -1.9692 -1.34 2.89 -3.18
H 4.0186 -1.4577 -1.1193 0.21 0.04 -0.06
H 3.7656 -2.9665 -0.2694 0.08 -0.23 0.07
H 2.7775 -2.5369 -1.6949 -0.20 -0.09 0.04
H 2.9371 -1.0212 0.9541 0.05 0.00 0.27
H 1.9216 -0.5380 -0.3455 -0.48 -0.03 -0.15
H 0.1630 -4.5232 -0.6746 -0.38 -0.26 0.00
H -2.2604 -2.8370 -0.0391 0.20 -0.02 0.24
H -1.8186 -1.4600 0.8122 0.01 -0.16 0.06
C 4.9473 0.1127 3.8379 -0.46 -0.08 0.01
C 5.4346 -0.6863 2.7242 -0.06 0.03 -0.02
N 5.8192 -1.3045 1.8365 -0.03 0.02 -0.10
H 5.1705 -0.3560 4.7914 0.14 -0.06 -0.05
H 5.4000 1.0943 3.8420 0.16 0.00 -0.13
H 3.8659 0.2447 3.7750 0.01 -0.11 -0.16
C 5.0513 1.7623 -0.9675 0.37 -0.04 -0.21
C 3.7876 1.7186 -0.2487 0.05 0.05 0.04
N 2.7953 1.6837 0.3267 0.04 0.13 0.03
H 4.8953 1.6618 -2.0408 -0.14 0.00 0.03
H 5.5691 2.7042 -0.7925 -0.11 0.04 0.08
H 5.7097 0.9544 -0.6474 -0.12 -0.04 0.11
C -3.4345 -1.8252 -4.4535 0.24 0.30 0.10
C -4.0625 -2.7518 -5.3836 0.02 0.04 0.01
N -4.5577 -3.4795 -6.1201 -0.01 0.01 -0.02
H -2.9773 -2.3472 -3.6166 -0.07 -0.09 -0.02
H -2.6501 -1.2437 -4.9381 0.04 -0.16 -0.12
H -4.1551 -1.1229 -4.0408 -0.05 -0.20 -0.03
C 5.7216 4.1674 5.9564 0.07 0.25 0.11
C 6.0649 2.7538 5.9128 0.05 0.02 0.13
N 6.3230 1.6354 5.8779 0.14 0.24 0.25
H 6.1351 4.7023 5.1047 0.00 -0.10 -0.06
H 4.6462 4.3111 5.9397 -0.02 -0.12 -0.03
H 6.1041 4.6390 6.8608 0.07 -0.15 0.04
C 1.5170 5.4003 3.8352 -0.36 -0.12 -0.10
C 2.8684 5.8130 4.1831 -0.02 0.04 -0.03
N 3.9343 6.1384 4.4574 -0.12 0.06 -0.07
H 0.8530 5.4681 4.6957 0.11 0.05 0.07
H 1.1065 6.0297 3.0472 0.12 0.07 0.00
H 1.5007 4.3704 3.4806 0.14 0.01 0.00
C -6.8266 1.4176 -3.5655 -0.20 0.38 -0.24
C -6.1522 0.2964 -2.9297 -0.10 0.02 -0.02
N -5.6195 -0.5890 -2.4275 -0.17 0.10 -0.05
H -7.5983 1.0765 -4.2545 0.04 -0.18 0.05
H -7.3071 2.0600 -2.8286 0.08 -0.10 0.13
H -6.1314 2.0362 -4.1346 0.11 -0.09 0.09
C -1.1225 -6.4881 2.3933 -0.09 0.39 -0.02
C -0.8493 -7.9174 2.3787 -0.01 0.02 0.02
N -0.6332 -9.0439 2.3672 0.00 -0.01 -0.01
H -0.7601 -6.0050 1.4875 0.06 -0.09 -0.01
H -2.1916 -6.2919 2.4665 -0.02 -0.17 0.01
H -0.6398 -6.0021 3.2399 0.07 -0.13 0.03
C -3.3970 1.6723 -6.5595 0.22 -0.34 -0.15
C -4.1441 2.8379 -6.1117 0.06 -0.01 -0.05
N -4.7326 3.7577 -5.7593 -0.06 -0.04 0.05
H -3.5751 0.8197 -5.9054 -0.08 0.08 0.07
H -3.6825 1.3807 -7.5693 -0.12 0.12 0.01
H -2.3254 1.8666 -6.5664 -0.04 0.15 0.08
C -4.6744 0.7445 0.4838 0.22 -0.27 -0.10
C -5.4166 1.9197 0.9152 0.03 -0.03 0.03
N -6.0028 2.8460 1.2554 -0.01 0.01 -0.02
H -4.8531 -0.1010 1.1467 -0.10 0.08 0.05
H -4.9634 0.4423 -0.5217 0.00 0.06 0.11
H -3.6022 0.9357 0.4747 -0.03 0.14 0.01


No. 3
21
Properties=species:S:1:pos:R:3:forces:R:3 method="wB97M-V/def2-TZVPD" multiplicity=1 homo_lumo_gap_ev=7.563 de_lowest_kj_mol=682.86 charge=0 total_energy_ev=-12572.9904 homo_ev=-7.359
C -2.6648 -1.2655 0.2268 -1.93 -2.69 -0.42
C -0.2155 -1.1971 -0.3336 -1.47 2.28 0.44
C -1.0351 1.8482 -0.1402 2.98 -4.97 -0.56
C -3.6685 -0.3939 0.2534 0.66 -1.55 1.32
C -1.4321 -0.6173 0.0074 2.62 -1.26 -1.34
C -1.8317 0.7539 -0.0776 0.82 2.97 1.37
C 1.0509 -0.5065 -0.6302 -0.36 -0.10 1.38
C 1.0856 0.9913 -0.5314 -1.89 1.87 -0.90
C 1.7499 0.2237 0.5505 0.54 0.00 -1.13
C 3.2449 0.2789 0.4385 0.30 -1.04 -2.90
O -3.2221 0.8581 0.2075 0.83 1.85 -1.07
H -2.9318 -2.3199 0.2000 0.66 0.07 0.23
H -0.1811 -2.2392 -0.3866 -0.06 -1.58 0.06
H -1.1753 2.7636 -0.5680 -0.42 2.38 -0.59
H -4.6458 -0.6702 0.6005 -0.56 0.69 -0.39
H 1.8336 -1.0832 -1.1272 -0.60 0.22 -0.63
H 1.7288 1.5690 -1.3274 -1.51 -0.81 1.91
H 1.4904 0.0921 1.5750 -1.22 0.13 0.38
H 3.4826 0.4703 -0.6835 0.02 -0.04 1.95
H 3.8109 -0.6352 0.6955 -0.52 0.27 0.18
H 3.5264 1.0787 1.0504 1.10 1.30 0.71


No. 4
102
Properties=species:S:1:pos:R:3:forces:R:3 method="wB97M-V/def2-TZVPD" multiplicity=1 homo_lumo_gap_ev=8.903 de_lowest_kj_mol=61.16 charge=+1 total_energy_ev=-147888.4375 homo_ev=-10.593
Ga 0.0774 0.4208 -0.1273 0.72 -0.17 0.31
C 4.7924 2.7020 2.2911 0.03 0.14 -0.11
O 4.5016 1.4417 2.8952 -0.14 -0.20 -0.05
C 5.4647 0.4921 2.6519 -0.07 0.08 -0.15
C 6.5803 0.4344 3.4758 0.03 -0.02 0.03
C 7.5956 -0.4721 3.2329 0.04 0.00 0.02
C 7.5035 -1.3271 2.1445 0.03 -0.01 -0.07
C 6.3864 -1.2908 1.3321 -0.09 -0.09 0.07
C 5.3417 -0.4018 1.5822 0.04 -0.08 0.21
N 4.2668 -0.4127 0.6568 0.05 0.23 -0.06
C 2.9324 -0.2063 0.8121 0.13 -0.41 -0.23
N 2.4440 -0.3642 2.0435 0.19 0.01 0.23
C 1.2327 0.0489 2.5913 -0.13 0.12 0.12
C 0.1253 0.5141 1.8922 -0.24 0.02 -0.96
C -0.9537 1.0033 2.6376 0.18 0.07 0.18
C -0.9654 0.9501 4.0148 -0.11 0.10 -0.11
C 0.1125 0.4148 4.7073 0.07 -0.03 0.08
C 1.2188 -0.0112 4.0046 -0.20 0.06 -0.03
O 2.3495 -0.5031 4.5661 0.06 -0.05 -0.05
C 2.4524 -0.4984 5.9811 0.04 -0.01 0.12
N 2.1610 -0.0013 -0.2431 -0.31 0.24 0.16
C 2.8796 0.0663 -1.4785 -0.06 0.15 -0.15
C 2.9214 -1.0515 -2.3078 0.00 0.04 0.09
C 3.6498 -1.0364 -3.4870 -0.04 -0.02 -0.08
C 4.3044 0.1219 -3.8748 -0.01 -0.08 0.00
C 4.2764 1.2374 -3.0530 0.02 0.13 -0.01
C 3.6047 1.2113 -1.8384 -0.09 0.02 -0.10
O 3.7982 2.2607 -0.9780 -0.07 -0.11 0.03
C 2.7173 3.1605 -0.7464 -0.06 0.14 0.04
H 3.9437 3.3481 2.5066 0.03 0.00 -0.01
H 4.9160 2.5934 1.2108 -0.04 -0.01 0.01
H 5.7011 3.1401 2.7111 -0.02 -0.04 0.06
H 6.6441 1.1347 4.2990 -0.04 0.00 0.00
H 8.4625 -0.5022 3.8784 -0.01 0.01 0.01
H 8.3000 -2.0250 1.9258 0.00 -0.01 0.01
H 6.3061 -1.9623 0.4853 -0.01 -0.03 0.02
H 4.5484 -0.6011 -0.2923 -0.01 0.08 -0.05
H 3.1308 -0.5416 2.7622 0.11 -0.09 0.02
H -1.7908 1.4629 2.1391 0.15 -0.01 0.23
H -1.8172 1.3293 4.5639 0.00 0.00 0.00
H 0.0824 0.3557 5.7857 0.05 0.02 -0.01
H 3.4500 -0.8628 6.2070 -0.01 0.00 0.01
H 1.7118 -1.1618 6.4323 0.00 0.00 -0.03
H 2.3337 0.5110 6.3804 0.00 0.00 -0.04
H 2.3951 -1.9456 -1.9926 -0.03 0.00 -0.01
H 3.6994 -1.9254 -4.1000 -0.06 -0.01 -0.06
H 4.8571 0.1479 -4.8047 0.00 0.02 0.00
H 4.8016 2.1437 -3.3272 0.05 -0.02 0.06
H 3.1406 4.0022 -0.2032 0.03 -0.02 0.01
H 1.9250 2.7055 -0.1490 0.11 0.02 0.01
H 2.2892 3.5155 -1.6840 0.03 -0.03 -0.01
C -4.5596 -1.9964 -1.8234 -0.02 0.28 0.16
C -4.0791 -2.5728 -0.4980 0.33 0.17 0.06
S -2.6593 -1.7855 0.3437 -0.12 0.02 -0.12
C -3.4286 -0.6626 1.5393 0.16 -0.11 -0.42
C -3.7653 0.7333 1.0283 0.21 0.24 0.24
S -2.4807 1.6327 0.0574 -0.38 -0.17 -0.38
C -3.3844 1.9028 -1.5015 0.18 -0.25 0.20
C -3.6779 0.6692 -2.3408 -0.24 -0.16 -0.03
S -5.1529 -0.2780 -1.8045 0.03 -0.07 -0.12
H -5.4207 -2.5844 -2.1457 0.05 -0.02 -0.09
H -3.7925 -2.0723 -2.5883 0.10 -0.08 -0.11
H -3.7208 -3.5859 -0.6851 -0.15 -0.09 0.05
H -4.8889 -2.6110 0.2296 -0.03 -0.09 -0.01
H -2.7117 -0.6196 2.3565 -0.12 -0.02 0.03
H -4.3434 -1.1254 1.9117 0.00 0.00 0.07
H -3.9910 1.3785 1.8797 -0.05 0.00 0.01
H -4.6325 0.6886 0.3814 -0.03 0.06 0.02
H -2.7485 2.5964 -2.0541 -0.05 0.01 -0.04
H -4.3045 2.4204 -1.2294 0.04 0.12 -0.07
H -2.8327 -0.0093 -2.3446 0.13 -0.08 0.00
H -3.8765 0.9820 -3.3631 0.09 0.04 -0.12
O 0.4198 1.7514 -1.7933 -0.02 -0.19 0.52
C 0.2369 0.7517 -2.5310 -0.17 0.11 -0.74
N 0.4283 0.6079 -3.8437 -0.03 0.00 0.05
C -0.1445 -0.6579 -4.2981 -0.22 -0.08 -0.25
C -0.4984 -1.3107 -2.9234 -0.07 -0.48 0.05
O -0.9516 -2.4156 -2.7533 0.04 0.28 -0.10
N -0.2438 -0.3710 -1.9553 -0.05 0.29 0.77
C 0.7846 -1.4769 -5.1873 0.12 -0.10 0.11
C 1.3332 -0.8561 -6.3058 0.02 0.03 0.09
C 2.0954 -1.5774 -7.2087 0.04 0.09 -0.01
C 2.3054 -2.9352 -7.0127 0.02 -0.11 0.02
C 1.7661 -3.5587 -5.8989 0.05 0.08 -0.01
C 1.0104 -2.8330 -4.9869 0.01 0.04 0.09
C -1.4374 -0.4304 -5.1007 -0.09 0.08 0.12
C -2.1916 -1.5344 -5.4909 0.05 -0.01 0.13
C -3.3579 -1.3651 -6.2182 0.04 -0.07 0.05
C -3.7729 -0.0932 -6.5891 -0.01 0.07 0.00
C -3.0082 1.0050 -6.2324 -0.04 0.04 -0.01
C -1.8498 0.8397 -5.4835 0.02 -0.04 0.12
H 0.8205 1.3103 -4.4463 -0.01 0.06 0.09
H 1.1533 0.1992 -6.4825 -0.02 -0.01 -0.07
H 2.5177 -1.0811 -8.0726 -0.02 0.00 -0.01
H 2.8771 -3.5094 -7.7297 0.03 0.03 0.00
H 1.9305 -4.6151 -5.7320 -0.01 -0.01 -0.02
H 0.5948 -3.3338 -4.1250 -0.06 0.00 0.00
H -1.8565 -2.5238 -5.2062 -0.06 -0.03 -0.04
H -3.9387 -2.2328 -6.5024 -0.01 0.01 0.00
H -4.6869 0.0410 -7.1518 0.02 -0.01 -0.03
H -3.3091 2.0013 -6.5302 -0.03 -0.01 0.01
H -1.2896 1.7164 -5.1859 0.01 0.01 -0.03


No. 5
31
Properties=species:S:1:pos:R:3:forces:R:3 method="wB97M-V/def2-TZVPD" multiplicity=3 homo_lumo_gap_ev="8.531 / 4.814" charge=+3 total_energy_ev=-91774.6749 homo_ev="-19.931 / -19.796"
Au -0.2933 1.0720 -0.7036 -0.10 0.69 -0.68
O 0.5140 0.1952 -3.7229 -0.51 2.17 2.65
C 0.3210 0.8484 -2.8033 0.69 -2.46 -3.28
C -0.8161 2.1866 1.0140 -1.65 1.04 3.77
O -1.2161 2.5388 2.0233 1.24 -0.84 -2.95
C -2.1960 2.1725 -1.7311 -4.44 0.39 -1.50
O -3.2958 2.0985 -2.0431 3.25 0.22 0.92
C 1.7819 1.0541 -0.1024 4.16 -2.61 2.53
O 2.5600 0.4301 0.4748 -2.56 2.24 -1.98
C 0.8114 3.6990 -2.0489 1.14 -1.60 -3.65
H 1.8176 3.2942 -2.2965 -0.54 0.57 0.57
H 0.1763 3.7267 -2.9579 0.14 0.38 0.80
C 0.4306 4.0834 -0.8487 -1.22 0.88 3.83
H -0.5699 4.4931 -0.5992 0.61 -0.11 -0.66
H 1.0761 4.0623 0.0559 -0.04 0.09 -0.93
C -1.7098 -1.2112 2.5653 -1.13 0.57 0.48
N -0.6746 -1.9162 1.8514 0.10 -0.29 -0.69
C 0.2982 -2.7169 2.4265 -1.12 0.86 0.01
C 1.0813 -3.1609 1.4395 0.92 -0.30 -1.30
N 0.6147 -2.6129 0.2706 -1.12 0.48 -0.40
C 1.1777 -2.8466 -1.0369 0.77 -0.60 -1.27
C -0.5195 -1.8835 0.4960 2.68 -1.93 3.03
Se -1.6350 -1.0700 -0.7012 -0.88 0.26 -0.62
H -1.5475 -0.1257 2.6111 0.26 -0.32 -0.13
H -1.7742 -1.5540 3.5983 0.04 -0.15 -0.17
H -2.6826 -1.3881 2.0855 0.16 -0.09 0.18
H 0.3232 -2.8947 3.4750 0.00 -0.06 0.55
H 1.9430 -3.8301 1.4121 -0.33 0.29 0.21
H 2.2591 -2.6281 -1.0695 -0.48 0.03 0.26
H 1.0606 -3.8997 -1.3429 -0.11 0.40 0.18
H 0.6838 -2.2164 -1.7911 0.06 -0.18 0.26